This record from the OMol25 dataset describes one molecule with the formula C3H4O3 at a distorted geometry. The level of theory is ωB97M-V with the def2-TZVPD basis set.

Calculated values
- Energy above the lowest of the compared OMol25 structures with the same formula, charge and spin: 1.9102 eV
- E_HOMO: -9.4 eV
- SMILES: O=C=CC(O)O
- Frontier orbital gap: 0.3640 hartree
- E: -9316.79041 eV

Geometry as ORCA input:
```
! RIJCOSX wB97M-V def2-TZVPD def2/J DEFGRID3
* xyz 0 1
O -1.54 1.13 -1.94
C -1.24 0.71 -0.90
C -1.08 0.22 0.30
C 0.32 -0.43 0.39
O 1.32 0.38 0.93
O 0.70 -1.05 -0.80
H -1.55 0.62 1.18
H 0.10 -1.18 1.18
H 1.48 1.12 0.33
H 1.51 -1.54 -0.65
*
```

This record from the OMol25 dataset describes one molecule with the formula C3H4O3 at a distorted geometry. The level of theory is ωB97M-V with the def2-TZVPD basis set.

Calculated values
- Energy above the lowest of the compared OMol25 structures with the same formula, charge and spin: 3.3813 eV
- E_HOMO: -8.3 eV
- Frontier orbital gap: 0.3201 hartree
- E: -9315.31940 eV

Geometry as ORCA input:
```
! RIJCOSX wB97M-V def2-TZVPD def2/J DEFGRID3
* xyz 0 1
C 1.40 -0.27 -0.70
C 0.22 -0.74 0.18
C -0.62 0.43 -0.05
O 1.85 0.88 -0.56
O -1.53 0.20 -1.01
O -0.45 1.52 0.52
H -0.10 -1.60 -0.19
H 0.61 -0.98 1.26
H -1.83 1.01 -1.39
H 1.32 1.41 0.09
*
```

This record from the OMol25 dataset describes one molecule with the formula C3H4O3 at a distorted geometry. The level of theory is ωB97M-V with the def2-TZVPD basis set.

Calculated values
- Energy above the lowest of the compared OMol25 structures with the same formula, charge and spin: 1.6775 eV
- E_HOMO: -10.1 eV
- SMILES: O=C1OC[C@@H]1O
- Frontier orbital gap: 0.3899 hartree
- E: -9317.02311 eV

Geometry as ORCA input:
```
! RIJCOSX wB97M-V def2-TZVPD def2/J DEFGRID3
* xyz 0 1
O -0.44 2.43 0.12
C -0.27 1.27 -0.11
O -0.52 0.60 -1.37
C -0.18 -0.71 -0.90
C 0.41 -0.17 0.38
O -0.11 -0.69 1.54
H -1.06 -1.33 -0.73
H 0.50 -1.22 -1.59
H 1.50 -0.05 0.38
H 0.18 -0.13 2.28
*
```

This record from the OMol25 dataset describes one molecule with the formula C3H4O3 at a distorted geometry. The level of theory is ωB97M-V with the def2-TZVPD basis set.

Calculated values
- Energy above the lowest of the compared OMol25 structures with the same formula, charge and spin: 2.1608 eV
- E_HOMO: -10.1 eV
- SMILES: O=CCOC=O
- Frontier orbital gap: 0.4016 hartree
- E: -9316.53987 eV

Geometry as ORCA input:
```
! RIJCOSX wB97M-V def2-TZVPD def2/J DEFGRID3
* xyz 0 1
O 1.45 -1.15 -0.64
C 1.46 -0.13 -0.03
C 0.17 0.85 0.21
O -0.97 0.63 -0.61
C -1.41 -0.62 -0.42
O -1.08 -1.39 0.51
H 2.21 -0.04 0.74
H 0.26 2.05 0.12
H 0.03 0.64 1.27
H -2.12 -0.83 -1.14
*
```

This record from the OMol25 dataset describes C3H4O3 as an isolated structure. The level of theory is ωB97M-V with the def2-TZVPD basis set.

Calculated values
- Energy above the lowest of the compared OMol25 structures with the same formula, charge and spin: 4.7005 eV
- E_HOMO: -9.0 eV
- Frontier orbital gap: 0.3359 hartree
- E: -9314.00013 eV

Geometry as ORCA input:
```
! RIJCOSX wB97M-V def2-TZVPD def2/J DEFGRID3
* xyz 0 1
O -1.33 -1.04 -0.01
C -0.15 -0.01 -0.63
C 0.02 1.27 0.15
O 1.42 0.91 0.37
C 1.13 -0.39 -0.01
O 1.74 -1.39 0.22
H -0.85 -1.87 0.24
H -1.40 -1.03 -1.00
H -0.52 1.35 1.10
H -0.06 2.20 -0.43
*
```

This record from the OMol25 dataset describes one molecule with the formula C3H4O3. The level of theory is ωB97M-V with the def2-TZVPD basis set.

Calculated values
- Energy above the lowest of the compared OMol25 structures with the same formula, charge and spin: 4.2716 eV
- E_HOMO: -9.0 eV
- Frontier orbital gap: 0.3388 hartree
- E: -9314.42910 eV

Geometry as ORCA input:
```
! RIJCOSX wB97M-V def2-TZVPD def2/J DEFGRID3
* xyz 0 1
O -0.39 -1.10 0.43
C -0.61 0.13 -1.09
C -0.12 1.15 -0.09
O 1.07 0.56 0.50
C 0.96 -0.76 0.51
O 1.83 -1.57 0.58
H -0.43 -2.03 0.15
H -1.71 0.15 -1.12
H -0.78 1.43 0.75
H 0.19 2.05 -0.63
*
```

Q: Which of these has the highest frontier orbital gap?
A: number 4